# C23H43FNO4PS

C23H43FNO4PS in the gas phase at a distorted geometry (ωB97M-V/def2-TZVPD, the OMol25 dataset).

The geometry in XYZ format:
```
74
Properties=species:S:1:pos:R:3:forces:R:3:lowdin_charge:R:1
C 1.722804 -4.091219 1.569127 0.69 -0.21 0.66 -0.086
C 0.757721 -3.603150 2.761501 -0.10 -1.00 0.44 -0.531
C 1.593150 -2.657491 3.752761 0.27 -0.71 0.77 -0.084
C 0.419507 -4.952533 3.622502 0.79 0.52 -0.55 -0.093
C -0.661145 -3.021107 2.284761 0.25 -0.32 -0.53 -0.113
C -0.672371 -1.484351 1.828246 -1.26 1.02 -0.39 -0.439
C 0.571561 -1.020640 0.930983 -0.74 0.05 -0.60 -0.080
C -0.801343 -0.430270 3.072702 0.74 0.02 -1.43 -0.077
C -2.001974 -1.206787 0.924998 -2.92 0.49 -1.27 -0.129
C -2.022043 -1.194484 -0.621618 -3.36 0.80 1.63 -0.016
C -3.345123 -0.868857 -1.413984 -0.55 0.17 2.99 0.008
C -4.665512 -0.539557 -0.681389 2.67 -0.86 2.66 -0.212
O -5.905776 -0.191777 -1.306799 2.50 0.18 0.21 -0.131
C -5.758490 0.926597 -2.218053 -0.32 1.67 -0.39 -0.151
C -4.969202 2.195116 -1.567321 -1.19 -0.63 -1.43 -0.163
O -3.625809 2.180765 -2.102238 -0.04 0.51 2.04 -0.205
C -2.612569 2.420725 -1.102053 1.92 0.61 -0.45 -0.257
C -1.615864 3.654740 -1.502355 -1.12 0.24 1.06 -0.345
P -0.179110 3.001405 -2.582859 -3.30 1.79 3.52 0.747
C 0.736535 2.226434 -1.110126 0.93 -0.92 0.69 -0.334
C 2.241684 2.779207 -0.912165 -0.06 0.11 1.14 -0.222
C 3.278407 1.611978 -0.473259 0.79 0.46 -0.46 -0.194
C 4.608237 1.570180 -1.395305 0.04 -0.93 -0.05 -0.197
C 5.797774 0.753361 -0.682713 -0.32 -0.34 0.84 -0.305
N 6.917235 0.391929 -1.601879 -0.66 0.13 -0.37 -0.053
S 1.271485 2.241370 -4.038090 3.31 -6.01 -5.36 0.615
O 0.638860 1.920573 -5.372721 1.00 2.17 3.40 -0.392
O 1.967533 0.986184 -3.560012 -1.30 3.58 -0.08 -0.386
F 2.511415 3.373797 -4.376031 -1.65 -1.08 0.69 -0.304
C -4.676523 -0.574969 0.893372 3.52 -0.68 -1.42 0.022
C -3.353003 -0.899320 1.673507 -0.84 0.16 -3.74 -0.011
H 2.203243 -3.228016 0.986459 -0.97 -1.29 0.66 0.070
H 2.606475 -4.639671 2.082374 -1.33 0.89 -0.83 0.087
H 1.246435 -4.878538 0.878724 0.49 1.43 0.94 0.094
H 0.926827 -2.048701 4.470171 0.99 -0.88 -1.31 0.085
H 2.196503 -3.367754 4.442338 -0.82 1.16 -1.12 0.089
H 2.372048 -1.992340 3.241198 -1.32 -0.79 0.62 0.078
H 1.411029 -5.528567 3.694877 -1.55 0.66 0.05 0.079
H 0.110115 -4.646073 4.677768 0.11 -0.59 -1.46 0.085
H -0.354075 -5.615118 3.086831 1.07 1.07 0.96 0.092
H -1.001837 -3.661547 1.384021 0.55 0.98 1.32 0.132
H -1.445904 -3.235497 3.109737 1.24 0.69 -1.23 0.131
H 0.332345 0.047933 0.554514 0.51 -1.67 0.81 0.069
H 0.619922 -1.670693 -0.023907 0.23 0.92 1.65 0.092
H 1.565313 -1.022557 1.488926 -1.42 -0.07 -0.80 0.073
H 0.273326 -0.200900 3.387368 -1.65 -0.33 0.08 0.073
H -1.469897 -0.811499 3.912208 1.08 0.58 -1.06 0.083
H -1.222436 0.533867 2.600958 0.53 -1.42 1.02 0.089
H -1.087945 -1.394638 -1.240350 -1.48 0.27 1.02 0.091
H -3.372916 -0.823946 -2.563605 0.31 -0.13 2.07 0.113
H -5.268414 0.630503 -3.223919 -0.62 0.42 1.72 0.137
H -6.816911 1.318835 -2.449735 1.48 -0.99 0.42 0.132
H -5.488004 3.143751 -1.962013 0.69 -1.29 0.73 0.131
H -5.046816 2.150646 -0.431398 0.35 0.02 -1.47 0.128
H -1.927146 1.484562 -1.105938 -1.29 1.24 0.52 0.092
H -3.001856 2.670102 -0.060377 0.18 -0.77 -1.43 0.128
H -1.231129 4.071379 -0.490505 -0.44 -0.48 -1.71 0.088
H -2.187115 4.510382 -2.016516 0.70 -1.33 0.63 0.092
H -1.165765 2.175821 -3.257643 1.20 0.29 -0.23 0.072
H 0.135819 4.343054 -3.047069 0.15 -0.98 0.03 0.053
H 0.156475 2.405404 -0.126593 0.66 -0.07 -1.91 0.096
H 0.759099 1.076435 -1.234951 0.03 1.94 -0.21 0.077
H 2.610932 3.409684 -1.791533 -0.41 -1.15 1.05 0.092
H 2.192879 3.501606 -0.007107 0.04 -0.97 -1.62 0.115
H 2.793667 0.580522 -0.550682 0.56 1.45 0.21 0.100
H 3.598540 1.803957 0.613970 -0.54 -0.39 -1.54 0.114
H 4.993664 2.602446 -1.692798 -0.66 -1.26 0.50 0.118
H 4.312454 1.003208 -2.361324 0.54 1.03 1.45 0.109
H 5.381247 -0.213726 -0.199360 0.29 1.51 -0.72 0.112
H 6.265137 1.350206 0.189303 -0.97 -0.67 -1.29 0.111
H 7.302549 -0.539480 -1.398596 -0.44 0.70 -0.22 0.060
H 6.615915 0.432005 -2.589399 0.22 -0.24 0.90 0.061
H -5.621748 -0.344837 1.510191 1.62 -0.41 -1.34 0.103
H -3.440095 -0.880058 2.819896 0.36 -0.10 -2.09 0.093
```
Positions in Å, forces in eV/Å.

Output
* multiplicity: 1
* structure (SMILES): CC(C)(C)CC(C)(C)c1ccc(OCCOCC[PH2](CCCCCN)S(=O)(=O)F)cc1
* strongest force on any atom: 0.1693 Eh/bohr
* LUMO level: 0.006 Eh
* HOMO-LUMO gap: 8.7 eV
* energy above the lowest of the compared OMol25 structures with the same formula, charge and spin: 183.2 kcal per mole



# C23H43IrN7O2SbSi3

A molecular structure, C23H43IrN7O2SbSi3 (ωB97M-V/def2-TZVPD, the OMol25 dataset).

The geometry in XYZ format:
```
80
Properties=species:S:1:pos:R:3:forces:R:3:lowdin_charge:R:1
Ir -0.147785 0.747857 -1.264949 0.02 0.13 0.16 1.069
C -0.464201 1.141438 2.509902 0.00 0.00 0.01 -0.337
Sb 1.015107 0.428191 1.124287 -0.04 -0.04 -0.06 1.334
C -0.242825 2.596424 -0.811965 -0.03 -0.07 -0.02 -0.315
C -1.228636 3.398977 -0.095459 0.01 0.02 0.00 -0.340
C -0.969241 4.740856 0.168189 0.00 0.00 0.00 0.015
C -1.907292 5.506783 0.853812 0.00 0.00 0.00 -0.004
C -3.079243 4.904220 1.256318 0.00 0.00 0.00 -0.001
C -3.275582 3.553840 0.958223 0.00 0.00 0.00 -0.083
N -2.388331 2.823887 0.307347 0.00 0.01 0.00 0.061
Si 1.361169 3.209585 -1.589697 0.02 -0.02 -0.03 0.429
C 2.120528 1.506161 -1.956156 0.08 -0.06 -0.09 -0.240
C 2.539935 4.130743 -0.489598 -0.04 0.00 0.03 -0.154
C 0.929445 4.128155 -3.144049 0.01 0.03 0.01 -0.142
C 0.683488 -1.755257 1.095868 -0.01 -0.01 0.01 -0.591
C 0.635229 -2.251144 -0.319206 0.02 0.00 0.00 -0.393
C 0.917778 -3.604412 -0.566111 0.00 -0.01 0.00 -0.052
C 0.948954 -4.124052 -1.837552 0.00 0.00 0.00 -0.005
C 0.713818 -3.271070 -2.908403 0.00 0.00 0.00 -0.026
C 0.432421 -1.960795 -2.626748 0.00 0.00 0.00 -0.125
N 0.357511 -1.443814 -1.376867 0.02 -0.01 -0.02 -0.056
Si -0.762781 -2.499980 2.123747 0.01 0.00 0.02 0.466
C -2.475303 -1.885813 1.606563 0.00 0.00 -0.01 -0.174
C -0.932877 -4.348420 1.882612 0.00 0.01 0.01 -0.158
C -0.564489 -2.158983 3.947343 -0.01 0.00 0.00 -0.156
Si 2.390018 -2.297729 1.908469 0.01 0.03 0.00 0.416
C 2.475861 -4.050132 2.557636 0.00 -0.02 -0.01 -0.165
C 3.705372 -2.056584 0.600919 -0.01 0.00 -0.01 -0.158
C 2.762076 -1.185683 3.376714 -0.02 0.00 0.02 -0.202
H -0.527020 2.222902 2.392345 0.00 0.01 -0.01 -0.005
H -0.080645 0.942329 3.509756 -0.02 0.00 0.01 0.003
H -1.456865 0.708269 2.418613 0.01 0.01 -0.01 -0.015
H -0.039041 5.185226 -0.157014 0.00 0.00 0.00 0.101
H -1.717073 6.550185 1.065382 0.00 0.00 0.00 0.129
H -3.839878 5.451893 1.794766 0.00 0.00 0.00 0.126
H -4.186287 3.054722 1.267632 0.00 0.00 0.00 0.125
H 2.916630 1.302317 -1.239768 0.00 0.02 0.01 0.034
H 2.531482 1.563763 -2.967875 0.00 0.01 0.01 0.068
H 1.609662 0.509411 -2.063073 -0.06 0.02 0.02 -0.014
H 2.615383 3.680251 0.502103 0.01 0.00 0.00 0.039
H 2.272903 5.182216 -0.373935 0.00 0.00 0.01 0.041
H 3.535433 4.101998 -0.940542 0.00 0.00 -0.01 0.056
H 0.282652 3.549935 -3.803928 0.00 0.00 0.00 0.028
H 1.838760 4.369774 -3.699205 0.00 -0.01 0.00 0.058
H 0.428998 5.070817 -2.912437 0.00 0.00 -0.01 0.046
H 1.130685 -4.243177 0.275324 -0.02 0.01 -0.01 0.081
H 1.176077 -5.170046 -1.995966 0.00 0.00 0.00 0.131
H 0.760109 -3.605724 -3.934305 0.00 0.00 0.00 0.123
H 0.279301 -1.265882 -3.436149 0.00 0.00 0.00 0.082
H -2.707756 -2.130280 0.562604 -0.02 -0.03 0.01 0.036
H -2.699375 -0.838923 1.818659 0.00 0.00 -0.01 0.015
H -3.187895 -2.466879 2.198292 0.00 -0.01 -0.01 0.057
H -1.252401 -4.614873 0.873949 0.00 0.00 -0.01 0.044
H -1.721729 -4.679014 2.564504 0.00 0.00 0.00 0.054
H -0.042098 -4.924226 2.125912 0.01 -0.01 0.00 0.025
H -0.523759 -1.101749 4.205521 0.00 0.00 0.00 0.020
H 0.316054 -2.645212 4.368496 0.00 0.00 0.00 0.033
H -1.434575 -2.583253 4.455325 0.00 0.00 0.00 0.053
H 2.362444 -4.835127 1.810299 0.01 0.00 0.01 0.035
H 1.777311 -4.244466 3.371923 0.00 0.00 0.00 0.034
H 3.482106 -4.160206 2.973023 0.00 0.00 0.00 0.053
H 3.623175 -2.773254 -0.217320 0.00 -0.01 -0.01 0.039
H 4.689233 -2.193061 1.055937 0.00 0.00 0.00 0.052
H 3.686016 -1.049550 0.175220 0.00 -0.01 0.00 0.016
H 1.898975 -0.983559 4.013475 0.02 0.01 -0.01 0.019
H 3.222367 -0.235831 3.103649 0.00 0.01 -0.03 0.018
H 3.490327 -1.716252 3.996696 -0.01 0.01 0.01 0.052
N -2.026849 0.321676 -0.607307 0.01 0.03 0.00 -0.067
N -2.940427 0.114110 -1.670195 0.02 -0.10 -0.01 0.072
C -2.569944 0.290366 -2.957431 0.01 0.06 0.00 -0.362
N -3.502942 0.195004 -3.886073 0.02 -0.01 -0.01 0.240
N -1.259720 0.530064 -3.126911 -0.05 -0.03 0.02 0.013
N -0.747051 0.790717 -4.398174 0.00 0.02 -0.01 -0.408
O -1.485805 0.831734 -5.361025 -0.02 -0.02 0.03 0.100
O 0.446534 0.963354 -4.421911 0.00 -0.01 0.00 0.075
H -2.020841 -0.516881 -0.028178 -0.01 0.02 0.01 0.041
H -2.340216 1.176793 -0.071084 0.02 0.02 0.01 0.063
H -3.917569 0.088215 -1.421727 0.00 -0.01 0.00 0.172
H -4.453246 -0.037567 -3.648320 0.00 0.01 0.00 0.143
H -3.241733 0.343703 -4.850741 0.00 0.00 -0.01 0.112
```
Positions in Å, forces in eV/Å.

Output
* multiplicity: 1
* strongest force on any atom: 0.0040 Eh/bohr
* LUMO level: -0.256 Eh
* HOMO-LUMO gap: 6.5 eV
* total charge: +2



# C23H43MnN3OSSiTe

A molecular structure, C23H43MnN3OSSiTe at a distorted geometry (ωB97M-V/def2-TZVPD, the OMol25 dataset).

The geometry in XYZ format:
```
74
Properties=species:S:1:pos:R:3:forces:R:3:lowdin_charge:R:1
Mn 0.441674 -0.264432 0.298549 0.92 -0.73 -0.02 0.198
O -1.207394 0.703064 0.212794 -1.27 1.02 -0.23 -0.337
N -2.294516 1.252039 0.671556 -0.55 0.52 0.60 -0.194
C -2.201324 2.423090 1.357973 0.09 -0.31 -0.31 -0.045
C -3.303319 3.054707 1.864332 -0.05 0.17 0.07 -0.094
C -4.565694 2.499349 1.650130 0.08 -0.72 -0.47 -0.090
C -4.653516 1.305383 0.949919 -0.46 1.30 0.80 -0.122
C -3.524517 0.644598 0.478716 0.87 -0.89 -0.52 -0.703
S -3.619383 -0.866748 -0.283748 -0.26 0.31 -0.03 0.530
H -1.194855 2.808265 1.439307 0.03 -0.06 0.00 0.126
H -3.177534 3.977221 2.409258 0.05 0.07 0.01 0.094
H -5.454254 2.991131 2.014587 -0.10 0.03 0.05 0.094
H -5.606616 0.836593 0.758026 0.00 -0.03 0.02 0.091
C -2.044936 -2.974104 -2.246136 0.12 0.08 0.08 -0.447
Te -1.025705 -2.467116 -0.409075 0.22 -1.34 -0.25 1.153
C 0.413597 -4.069003 -0.906216 -0.22 0.38 0.06 -0.431
H -1.530400 -2.590316 -3.118504 0.20 0.15 -0.07 -0.002
H -3.047342 -2.568861 -2.218998 -0.10 0.09 0.07 -0.063
H -2.087923 -4.054840 -2.306779 0.02 -0.21 0.06 -0.014
H -0.112040 -5.007248 -1.054124 -0.20 -0.07 0.06 -0.021
H 1.124847 -4.194390 -0.098250 0.12 0.05 0.22 -0.028
H 0.962922 -3.835265 -1.810423 0.08 0.17 -0.16 -0.022
C 4.184744 3.089543 -0.547760 -0.17 -0.23 0.07 -0.105
C 2.898205 2.451928 -0.030757 -0.08 -0.45 -0.04 -0.639
C 1.698397 3.104914 -0.722812 -0.05 -0.33 0.05 -0.136
C 2.743773 2.802180 1.448192 0.04 -0.26 -0.13 -0.130
Si 2.692933 0.436680 -0.226566 1.34 0.52 -0.28 0.822
C 4.117824 -0.430458 0.979758 -0.27 0.20 -0.20 -0.613
C 3.755416 -0.185639 2.449614 -0.13 0.17 -0.17 -0.135
C 3.981206 -1.935323 0.744760 -0.13 0.24 -0.15 -0.137
C 5.589791 -0.052550 0.819232 -0.26 -0.01 -0.12 -0.110
C 3.208120 -0.028534 -2.145106 -0.05 0.08 0.40 -0.636
C 4.693811 -0.153256 -2.473597 -0.21 0.03 0.13 -0.118
C 2.604117 0.981741 -3.118317 0.03 -0.01 0.29 -0.130
C 2.533439 -1.364636 -2.458765 -0.14 0.21 0.22 -0.155
H 4.152972 4.173957 -0.408675 0.02 0.21 0.00 0.073
H 4.326373 2.891661 -1.606397 0.10 0.01 -0.17 0.052
H 5.051934 2.713319 -0.011532 0.18 -0.03 0.02 0.055
H 1.576720 4.140304 -0.392505 0.01 0.18 0.06 0.071
H 0.789806 2.544108 -0.474979 -0.07 0.17 -0.10 0.044
H 1.807987 3.112923 -1.800040 -0.08 0.00 -0.23 0.051
H 2.634791 3.882528 1.580391 -0.05 0.17 -0.01 0.073
H 3.603610 2.488309 2.028014 0.13 -0.08 0.18 0.052
H 1.854984 2.306941 1.843203 -0.07 0.01 0.23 0.059
H 2.681744 -0.100082 2.570494 -0.19 0.01 0.16 0.030
H 4.210129 0.726095 2.824235 0.04 0.17 0.08 0.055
H 4.113699 -1.002072 3.082898 0.09 -0.16 0.08 0.070
H 2.927280 -2.218702 0.769823 -0.08 -0.19 -0.01 0.043
H 4.520734 -2.507840 1.504801 0.08 -0.06 0.15 0.073
H 4.386965 -2.212752 -0.221627 0.02 -0.17 -0.26 0.054
H 5.751101 0.996065 1.053696 0.09 0.17 0.05 0.055
H 5.945861 -0.234171 -0.186471 0.17 0.00 -0.19 0.046
H 6.204413 -0.647275 1.502255 0.13 -0.07 0.14 0.074
H 5.239993 0.745347 -2.198173 0.18 0.11 0.03 0.064
H 4.828212 -0.313552 -3.547467 0.04 -0.04 -0.19 0.072
H 5.135340 -1.004201 -1.962419 0.16 -0.09 0.08 0.054
H 3.105495 1.942672 -3.055339 0.01 0.21 -0.04 0.053
H 1.546149 1.122330 -2.909349 -0.20 0.10 -0.05 0.072
H 2.706386 0.625538 -4.147978 0.00 -0.09 -0.13 0.075
H 2.940536 -2.162161 -1.845908 -0.02 -0.25 0.11 0.052
H 2.671724 -1.635317 -3.508904 0.05 -0.05 -0.20 0.077
H 1.460979 -1.285430 -2.251432 0.04 -0.17 -0.09 0.030
C 0.782211 -2.681976 5.381139 0.23 -0.19 0.18 -0.036
N 0.445712 -1.739310 4.358623 -0.19 0.16 -0.13 -0.146
C -0.155805 -0.522203 4.508254 -0.09 0.18 0.11 -0.069
C -0.179223 0.052312 3.275788 -0.11 0.17 0.34 -0.130
N 0.403084 -0.781171 2.362261 -0.16 -0.40 -0.33 -0.061
C 0.759410 -1.854536 3.042407 0.10 0.12 -0.13 -0.177
H 0.174372 -2.495460 6.264743 0.02 -0.03 -0.02 0.087
H 1.840476 -2.595938 5.641644 -0.04 -0.05 0.11 0.089
H 0.593338 -3.696357 5.027321 -0.03 0.02 0.05 0.090
H -0.522947 -0.165983 5.450955 -0.01 -0.03 0.18 0.109
H -0.563423 1.017513 3.004261 -0.07 0.06 -0.06 0.087
H 1.280607 -2.698969 2.640347 0.08 -0.25 -0.09 0.126
```
Positions in Å, forces in eV/Å.

Output
* multiplicity: 5
* expectation value of S²: 6.182
* strongest force on any atom: 0.0319 Eh/bohr
* LUMO level (spin up / spin down): 0.088 / 0.090 Eh
* HOMO-LUMO gap (spin up / spin down): 5.5 / 3.5 eV
* total charge: -1